No. 1
15
Properties=species:S:1:pos:R:3 method="wB97M-V/def2-TZVPD" smiles=N[C@@H]1C[NH2+]NN1 e_lumo_ev=-3.5 total_charge=+1 homo_lumo_gap_ev=10.09 e_homo_ha=-0.501 mol_weight_g_mol=89.1 fmax_ha_per_bohr=0.089 relative_energy_ev=4.700
N 0.594 0.896 -1.860
C 0.613 0.453 -0.525
C 0.098 -1.067 -0.292
N -0.627 -1.142 0.995
N -1.239 0.487 0.974
N -0.179 1.141 0.601
H -0.230 1.147 -2.306
H 1.270 1.458 -2.162
H 1.664 0.624 -0.316
H -0.517 -1.597 -1.126
H 1.143 -1.565 0.005
H -0.065 -1.237 1.893
H -1.499 -1.802 0.904
H -1.598 0.683 1.887
H 0.573 1.520 1.327

=====

No. 2
16
Properties=species:S:1:pos:R:3 method="wB97M-V/def2-TZVPD" smiles="C/N=P/N.C#N.N" e_lumo_ev=0.5 total_charge=0 homo_lumo_gap_ev=9.29 e_homo_ha=-0.325 mol_weight_g_mol=120.1 fmax_ha_per_bohr=0.071 relative_energy_ev=1.604
C 1.123 3.416 -1.563
N 0.942 2.160 -0.953
P -0.264 1.566 -0.216
N 0.150 -0.013 -0.245
H 1.916 3.987 -0.992
H 0.247 4.088 -1.826
H 1.778 3.309 -2.466
H 1.160 -0.154 -0.289
H -0.247 -0.556 0.483
C 2.855 -0.458 1.302
N 3.631 -1.267 1.121
H 2.139 0.183 1.790
N -0.109 -1.947 2.871
H -0.786 -1.635 3.628
H -0.605 -2.270 2.085
H 0.509 -2.583 3.375

=====

Repeat the first record exactly.
15
Properties=species:S:1:pos:R:3 method="wB97M-V/def2-TZVPD" smiles=N[C@@H]1C[NH2+]NN1 e_lumo_ev=-3.5 total_charge=+1 homo_lumo_gap_ev=10.09 e_homo_ha=-0.501 mol_weight_g_mol=89.1 fmax_ha_per_bohr=0.089 relative_energy_ev=4.700
N 0.594 0.896 -1.860
C 0.613 0.453 -0.525
C 0.098 -1.067 -0.292
N -0.627 -1.142 0.995
N -1.239 0.487 0.974
N -0.179 1.141 0.601
H -0.230 1.147 -2.306
H 1.270 1.458 -2.162
H 1.664 0.624 -0.316
H -0.517 -1.597 -1.126
H 1.143 -1.565 0.005
H -0.065 -1.237 1.893
H -1.499 -1.802 0.904
H -1.598 0.683 1.887
H 0.573 1.520 1.327